(1)
127
Properties=species:S:1:pos:R:3 method="wB97M-V/def2-TZVPD" charge=-1
C 3.53 5.80 2.89
C 4.04 4.79 2.08
C 3.11 3.76 1.36
O 2.95 2.51 2.07
C 1.96 1.71 1.53
O 2.23 0.53 1.30
C 0.50 2.18 1.21
C -0.57 1.80 2.22
C -2.01 2.21 1.92
C -3.10 1.76 2.98
C -4.02 0.55 2.44
O -4.45 -0.15 3.62
C -3.25 -0.51 1.57
F -2.08 -0.92 2.18
F -4.07 -1.63 1.51
F -3.07 -0.13 0.23
N -2.36 2.96 0.77
C -3.76 3.38 0.46
C -3.93 4.93 0.84
C -2.96 5.40 2.01
C -1.38 3.33 -0.18
O -1.75 4.06 -1.29
C -1.39 5.46 -1.20
C -2.23 6.22 -2.35
C -3.24 5.23 -3.08
C 0.06 2.93 0.00
C 1.10 3.33 -1.11
C 0.74 2.65 -2.52
C 1.29 1.14 -2.53
C 2.87 1.08 -2.61
O 3.32 -0.35 -2.58
C 3.74 -0.81 -1.32
O 5.03 -0.86 -1.09
H 2.45 6.10 2.75
H 4.17 6.32 3.66
H 5.15 4.75 1.92
H 3.58 3.52 0.35
H 2.12 4.27 1.13
H -0.37 1.22 3.16
H -2.67 1.52 3.99
H -3.83 2.62 3.13
H -4.97 0.92 1.94
H -5.26 -0.67 3.40
H -4.53 2.77 1.02
H -3.97 3.19 -0.64
H -4.99 5.07 1.22
H -3.84 5.54 -0.10
H -3.30 6.40 2.37
H -2.99 4.65 2.87
H -1.86 5.43 1.70
H -1.67 5.96 -0.23
H -0.30 5.67 -1.39
H -2.82 7.08 -1.88
H -1.53 6.73 -3.10
H -3.97 4.73 -2.38
H -3.87 5.81 -3.84
H -2.62 4.49 -3.67
H 1.30 4.43 -1.19
H 2.08 2.84 -0.81
H 1.18 3.25 -3.36
H -0.37 2.57 -2.70
H 0.81 0.62 -3.46
H 0.93 0.54 -1.63
H 3.25 1.57 -3.56
H 3.38 1.59 -1.76
H 3.03 -1.19 -0.52
C -0.58 -5.35 -2.65
C 0.43 -5.51 -3.78
N 1.20 -4.31 -4.04
C 1.93 -4.35 -5.31
C 3.02 -5.40 -5.46
C 1.94 -3.77 -2.91
C 2.95 -4.68 -2.21
H -1.23 -4.49 -2.81
H -1.21 -6.24 -2.58
H -0.08 -5.24 -1.68
H -0.14 -5.76 -4.68
H 1.07 -6.38 -3.57
H 2.36 -3.36 -5.51
H 1.20 -4.50 -6.11
H 3.91 -5.15 -4.88
H 3.33 -5.45 -6.51
H 2.69 -6.40 -5.18
H 1.22 -3.42 -2.16
H 2.46 -2.85 -3.22
H 2.53 -5.67 -2.00
H 3.24 -4.24 -1.25
H 3.86 -4.80 -2.79
C -3.53 -7.30 1.41
O -4.10 -8.33 1.05
N -3.64 -6.11 0.82
C -2.94 -4.93 1.30
C -4.49 -5.99 -0.34
H -2.86 -7.28 2.28
H -3.68 -4.16 1.56
H -2.29 -4.56 0.50
H -2.34 -5.16 2.17
H -5.52 -6.27 -0.07
H -4.13 -6.67 -1.13
H -4.49 -4.97 -0.72
Br 5.51 0.86 -1.71
O -5.69 5.56 -4.85
H -6.61 5.79 -4.93
Be -0.72 0.21 -3.33
B 3.55 -5.40 2.57
O 2.16 -4.89 2.64
C 1.49 -5.45 1.65
O 0.32 -5.25 1.41
C 2.38 -6.35 0.89
O 2.07 -7.00 -0.08
O 3.59 -6.32 1.42
O 4.51 -4.29 2.40
C 5.35 -4.33 3.43
O 6.26 -3.56 3.60
C 4.98 -5.46 4.32
O 5.54 -5.77 5.34
O 3.92 -6.09 3.82
F -4.81 -4.00 2.96
O 4.93 3.05 6.29
V 3.44 3.74 5.77
O 1.93 4.41 5.25
O 0.99 7.78 3.62
S 1.70 8.72 4.51
O 2.34 9.76 3.69
O 2.72 7.98 5.27
O 0.75 9.34 5.44
Li -5.35 -8.71 -0.68

***

(2)
47
Properties=species:S:1:pos:R:3 method="wB97M-V/def2-TZVPD" charge=-2
Pd -2.17 1.37 -0.21
Br 0.23 2.26 2.60
C -1.22 1.11 2.92
C -1.64 1.03 4.24
C -2.65 0.13 4.57
C -3.19 -0.61 3.55
C -2.75 -0.42 2.24
N -1.82 0.47 1.92
C -3.43 -1.17 1.09
O -4.04 -2.21 1.44
O -3.23 -0.72 -0.07
H -1.20 1.73 4.92
H -2.99 0.00 5.58
H -3.91 -1.45 3.64
C -1.33 0.92 -3.52
As -1.35 2.48 -2.18
C 0.51 2.92 -2.29
C -2.17 3.77 -3.35
S -2.16 3.67 -0.14
H -0.75 1.27 -4.38
H -2.35 0.64 -3.82
H -0.88 0.07 -3.00
H 0.91 2.89 -3.31
H 1.15 2.33 -1.62
H 0.59 3.92 -1.92
H -1.84 3.61 -4.38
H -1.98 4.79 -3.02
H -3.25 3.64 -3.33
C 1.29 -1.66 2.88
C 2.54 -2.05 2.17
O 3.11 -0.90 1.53
P 2.96 -0.62 -0.10
O 3.88 0.50 -0.32
Te 0.64 -0.60 -0.80
O 3.60 -2.04 -0.60
C 3.06 -3.05 -1.40
C 3.42 -2.84 -2.85
H 0.72 -2.47 3.33
H 0.56 -1.16 2.21
H 1.54 -0.91 3.65
H 2.29 -2.78 1.39
H 3.29 -2.50 2.81
H 1.96 -3.00 -1.27
H 3.48 -4.02 -1.04
H 2.84 -2.00 -3.26
H 3.22 -3.74 -3.46
H 4.51 -2.62 -3.00

***

Summary of largest force on an atom in eV Å⁻¹
3.819 1.792
(order as listed above)
Summary of HOMO-LUMO gap in eV
1.18 5.80
(order as listed above)